{"formula": "C21H29N3O4", "method": "ωB97M-V/def2-TZVPD", "symbols": ["C", "C", "H", "H", "C", "N", "C", "O", "C", "H", "H", "C", "C", "N", "N", "C", "O", "C", "C", "C", "C", "C", "C", "C", "O", "C", "H", "H", "H", "H", "H", "O", "C", "H", "H", "H", "H", "H", "H", "H", "H", "C", "C", "C", "C", "H", "H", "H", "H", "H", "H", "H", "H", "H", "H", "H", "H"], "positions_angstrom": [[-1.125, -1.889, -0.513], [-2.414, -1.333, -0.861], [-2.363, -0.542, -1.730], [-3.183, -2.169, -1.163], [-3.083, -0.737, 0.213], [-4.217, 0.277, 0.027], [-4.235, 1.583, 0.268], [-5.126, 2.419, -0.323], [-2.917, 2.386, 0.515], [-2.477, 1.819, 1.506], [-3.181, 3.588, 0.883], [-1.861, 2.447, -0.562], [-0.410, 1.839, 0.005], [-0.146, 1.203, 1.039], [1.157, 1.129, 1.088], [1.582, 2.030, 0.574], [0.720, 2.507, -0.223], [3.034, 2.412, 0.374], [4.048, 1.368, -0.007], [5.073, 1.114, 0.894], [5.870, -0.051, 0.465], [5.420, -0.877, -0.247], [4.365, -0.672, -1.075], [3.506, 0.372, -0.744], [2.409, 0.762, -1.839], [2.012, -0.348, -2.510], [2.622, -0.692, -3.348], [1.795, -1.170, -2.038], [0.900, -0.017, -2.756], [4.140, -1.565, -1.798], [6.144, -1.738, -0.652], [7.008, -0.147, 1.200], [7.915, -1.195, 1.188], [8.673, -1.221, 1.858], [7.330, -2.237, 1.398], [8.340, -1.082, 0.192], [5.431, 1.781, 1.360], [3.402, 3.009, 1.457], [3.109, 3.192, -0.543], [-1.802, 3.446, -0.865], [-1.907, 1.527, -1.065], [-5.535, -0.195, -0.217], [-6.068, -1.176, 0.692], [-4.991, -2.319, 1.108], [-3.743, -1.426, 1.398], [-2.718, -2.289, 1.702], [-3.732, -0.992, 2.405], [-4.639, -3.020, 0.295], [-5.289, -2.665, 1.824], [-7.020, -1.545, 0.368], [-6.189, -0.447, 1.466], [-6.067, 0.574, -0.775], [-5.012, -0.817, -1.441], [-2.202, -0.081, 0.876], [-1.089, -2.718, 0.294], [-0.456, -1.008, -0.063], [-0.805, -2.406, -1.573]], "forces_ev_per_a": [[3.76, -1.45, -0.39], [-3.49, -1.37, -4.37], [-0.01, -1.66, 1.41], [1.66, 1.15, -0.45], [-0.99, 6.91, 8.40], [0.32, 1.09, 1.03], [0.19, 6.49, -5.62], [2.12, -3.76, 3.35], [-0.44, 0.66, 5.74], [-0.62, 1.74, -2.15], [0.40, -3.89, -1.06], [2.61, -3.39, 3.44], [-2.47, 5.76, 0.12], [-4.75, -5.61, 1.24], [-2.12, -13.01, 12.56], [10.28, 9.41, -8.01], [-1.96, 5.71, -6.16], [1.41, 5.12, 0.63], [-2.50, 0.79, 4.85], [-3.13, -9.84, -10.12], [4.70, 11.36, 12.33], [-0.87, -12.80, -11.06], [-4.01, -2.20, -1.33], [-0.21, -1.34, -6.87], [3.68, -0.11, 4.63], [-3.18, 3.70, -4.01], [0.02, 0.71, -0.48], [-0.62, -4.50, 3.81], [2.07, -0.82, -0.80], [0.12, 2.24, 1.22], [-1.64, 1.60, 1.39], [0.52, 1.75, 2.12], [-4.00, -3.11, -3.33], [1.94, 1.12, 2.57], [1.37, 2.08, -0.98], [0.49, -1.26, -0.25], [4.70, 8.77, 7.10], [-0.99, -1.60, -3.36], [-0.62, -1.27, 2.37], [0.60, 0.79, -1.70], [-1.44, -0.19, -2.88], [3.24, -2.67, -8.54], [0.89, -1.56, 0.41], [6.02, 9.96, -14.86], [4.50, -6.58, 1.36], [-2.95, 1.83, -0.64], [-0.33, 0.95, -0.86], [-1.23, 0.63, 0.75], [-5.55, -7.55, 14.02], [-0.52, -0.23, -0.09], [-0.64, -0.38, 1.99], [-0.58, -0.04, 1.03], [-2.29, 0.76, 2.59], [-2.31, -1.46, -2.09], [-0.46, 1.33, -1.40], [-0.92, -2.09, -1.44], [0.23, 1.35, 2.85]], "mulliken_charge": [-0.724, -0.486, 0.206, 0.320, 0.335, 0.410, 0.775, -0.738, -0.700, 0.339, 0.303, -0.793, 0.759, -0.191, -0.543, 0.572, -0.338, -0.598, 0.536, -1.844, 0.626, 0.089, -0.420, 0.518, -0.289, -1.285, 0.371, 0.655, 0.255, 0.183, 0.198, -0.440, -0.697, 0.247, 0.217, 0.348, 0.803, 0.274, 0.143, 0.427, 0.247, -0.879, -0.956, -1.453, -0.739, 0.193, 0.418, 0.270, 0.917, 0.437, 0.346, 0.654, 0.251, -0.170, 0.277, 0.091, 0.267], "gap_ev": 9.2, "relative_energy_kcal_mol": 532.25, "e_lumo_ha": 0.0244, "e_homo_ha": -0.31518, "spin_multiplicity": 1}